Entry 1:
Computed, not measured: one molecule with the formula C23H29NO5 at a distorted geometry, with ωB97M-V/def2-TZVPD.

The geometry in XYZ format:
```
58
C23H29NO5, DFT ωB97M-V/def2-TZVPD
C -1.327 -5.878 0.928
H -0.774 -6.234 0.053
O -0.593 -4.924 1.654
C -0.238 -3.762 1.039
C 0.497 -2.871 1.808
C 0.906 -1.657 1.275
C 0.583 -1.307 -0.037
C -0.153 -2.218 -0.802
C -0.561 -3.437 -0.274
H -1.127 -4.124 -0.878
O -0.437 -1.830 -2.084
C -1.184 -2.689 -2.908
H -2.182 -2.876 -2.497
H -0.671 -3.642 -3.072
H -1.282 -2.168 -3.860
C 0.979 0.035 -0.628
C 2.471 0.260 -0.484
C 3.321 -0.734 -0.957
C 4.706 -0.633 -0.883
C 5.218 0.508 -0.316
C 4.380 1.515 0.158
C 3.011 1.418 0.089
H 2.398 2.221 0.462
O 5.137 2.536 0.669
C 6.481 2.138 0.504
O 6.525 0.871 -0.116
H 7.009 2.874 -0.123
H 6.973 2.084 1.489
H 5.351 -1.412 -1.253
H 2.885 -1.618 -1.397
C 0.103 1.157 -0.051
H 0.273 1.255 1.022
H 0.353 2.103 -0.533
C -1.381 0.884 -0.311
N -2.185 2.077 -0.115
C -2.372 2.397 1.289
C -3.055 3.753 1.439
C -4.406 3.738 0.735
C -4.197 3.325 -0.717
C -3.472 1.984 -0.779
H -3.301 1.710 -1.823
H -4.108 1.202 -0.321
H -3.588 4.075 -1.223
H -5.154 3.247 -1.237
H -4.875 4.723 0.788
H -5.068 3.022 1.228
H -3.174 3.985 2.498
H -2.420 4.516 0.986
H -1.395 2.430 1.774
H -2.977 1.620 1.796
H -1.493 0.577 -1.354
H -1.725 0.047 0.322
H 0.768 -0.024 -1.701
O 1.619 -0.842 2.093
H 1.962 -0.093 1.586
H 0.753 -3.119 2.823
H -1.486 -6.710 1.613
H -2.299 -5.485 0.610
```

Output
gap between HOMO and LUMO = 8.48 eV
electronic energy = -1324.7480 Eh
ΔE to the lowest compared entry with this formula, charge and spin = 43.8 kcal/mol



Entry 2:
Computed, not measured: C23H29NP2ReS as an isolated structure, with ωB97M-V/def2-TZVPD.

The geometry in XYZ format:
```
57
C23H29NP2ReS, DFT ωB97M-V/def2-TZVPD
Re -0.271 0.189 -0.021
C 1.731 -0.933 -2.681
C 2.509 -0.281 -1.594
C 3.895 -0.144 -1.772
C 4.673 0.412 -0.803
C 4.077 0.816 0.409
C 4.816 1.348 1.490
C 4.199 1.682 2.667
C 2.815 1.496 2.805
C 2.083 0.999 1.751
S -0.488 1.972 1.234
C 2.687 0.653 0.540
N 1.885 0.137 -0.480
H 2.378 -1.544 -3.305
H 1.317 -0.163 -3.314
H 0.931 -1.569 -2.298
H 4.329 -0.501 -2.695
H 5.742 0.518 -0.941
H 5.884 1.483 1.371
H 4.771 2.083 3.492
H 2.325 1.748 3.737
C -3.678 -0.085 1.740
P -2.712 -0.330 0.225
C -3.029 -2.027 -0.291
C -3.573 0.839 -0.865
C -2.982 0.843 -2.258
P -1.158 1.058 -2.257
C -0.823 2.838 -2.293
C -0.838 0.478 -3.958
H -4.721 -0.229 1.449
H -3.560 0.931 2.116
H -3.441 -0.801 2.519
H -4.104 -2.199 -0.363
H -2.611 -2.693 0.464
H -2.576 -2.262 -1.256
H -3.479 1.823 -0.392
H -4.635 0.584 -0.863
H -3.405 1.633 -2.883
H -3.188 -0.102 -2.768
H -1.280 3.286 -3.176
H 0.250 3.008 -2.328
H -1.225 3.324 -1.403
H -1.697 0.813 -4.543
H -0.784 -0.608 -4.017
H 0.053 0.916 -4.406
C 0.633 0.749 1.800
C 0.076 -0.534 2.208
C -0.995 -0.676 3.120
C -1.333 -1.924 3.586
C -0.673 -3.065 3.108
C 0.362 -2.965 2.196
C 0.787 -1.707 1.785
H -1.480 0.212 3.503
H -2.098 -2.031 4.345
H -0.954 -4.040 3.488
H 0.886 -3.853 1.871
H 1.695 -1.604 1.211
```

Output
gap between HOMO and LUMO (spin up / spin down) = 5.87 / 5.99 eV
electronic energy = -2106.8059 Eh
charge = +3



Entry 3:
Computed, not measured: a 5-piece molecular cluster, C23H30BrCl16N3O5S overall at a distorted geometry, with ωB97M-V/def2-TZVPD.

The geometry in XYZ format:
```
79
C23H30BrCl16N3O5S, DFT ωB97M-V/def2-TZVPD
C 5.870 2.023 2.020
C 4.431 1.605 1.837
O 3.707 2.497 1.017
C 3.018 3.531 1.702
C 1.511 3.373 1.673
C 1.027 3.286 0.232
C -0.337 2.612 -0.044
C -0.276 1.482 -1.092
C -0.460 -0.025 -0.630
C -1.888 -0.325 -1.108
C -2.570 -1.647 -0.878
O -2.519 -2.520 -1.715
N -3.361 -1.802 0.305
C -4.693 -1.254 -0.056
C -3.568 -3.239 0.544
C -0.021 -0.195 0.817
Br -0.149 -1.980 1.673
O 1.342 0.075 0.764
C 1.834 -0.387 -0.444
O 3.003 -0.377 -0.692
C 0.668 -0.776 -1.349
C 0.489 -2.267 -1.677
C 1.800 -3.006 -1.831
S 2.675 -2.450 -3.333
C 3.907 -3.672 -3.371
N 4.187 -4.519 -4.279
N 5.263 -5.266 -3.790
C 5.519 -4.811 -2.638
O 4.704 -3.779 -2.286
H 6.439 1.142 2.295
H 6.019 2.738 2.821
H 6.293 2.395 1.099
H 3.934 1.449 2.781
H 4.423 0.649 1.330
H 3.387 3.592 2.723
H 3.294 4.463 1.215
H 1.135 4.285 2.127
H 1.211 2.530 2.280
H 0.962 4.301 -0.145
H 1.821 2.807 -0.323
H -0.870 2.330 0.856
H -0.923 3.398 -0.499
H -1.092 1.633 -1.777
H 0.634 1.635 -1.654
H -2.551 0.465 -0.766
H -1.850 -0.261 -2.186
H -5.046 -1.766 -0.946
H -4.621 -0.207 -0.315
H -5.401 -1.433 0.740
H -4.268 -3.672 -0.162
H -4.014 -3.349 1.518
H -2.642 -3.788 0.516
H -0.557 0.409 1.525
H 0.966 -0.342 -2.294
H -0.083 -2.795 -0.932
H -0.043 -2.331 -2.614
H 2.454 -2.913 -0.975
H 1.600 -4.058 -1.974
H 6.255 -5.135 -1.938
C -6.805 1.120 -3.253
Cl -8.286 0.527 -2.502
Cl -5.551 -0.121 -3.130
Cl -7.104 1.487 -4.952
Cl -6.260 2.579 -2.419
C -1.884 2.786 -5.174
Cl -2.438 3.556 -6.660
Cl -1.535 4.033 -3.971
Cl -3.148 1.708 -4.567
Cl -0.422 1.851 -5.501
C -3.492 -0.941 5.596
Cl -5.149 -1.539 5.448
Cl -2.617 -1.275 4.102
Cl -3.520 0.800 5.889
Cl -2.706 -1.755 6.955
C 1.658 0.073 5.694
Cl 0.237 -0.549 6.534
Cl 3.025 -1.015 5.948
Cl 1.316 0.181 3.968
Cl 2.060 1.679 6.315
```

Output
gap between HOMO and LUMO = 9.10 eV
electronic energy = -11770.0344 Eh



Entry 4:
Computed, not measured: a 4-piece molecular cluster, C23H30BrF9N5O8PS overall at a distorted geometry, with ωB97M-V/def2-TZVPD.

The geometry in XYZ format:
```
78
C23H30BrF9N5O8PS, DFT ωB97M-V/def2-TZVPD
C 1.336 1.245 2.079
C -0.115 1.370 1.556
Br -0.245 2.593 0.041
C -0.817 -0.006 1.398
C -0.632 -0.750 0.079
C 0.765 -0.594 -0.439
N 1.860 -0.504 -0.802
C -1.540 -0.271 -1.115
C -2.865 0.386 -0.723
S -4.064 -0.961 -0.331
C -5.230 -0.302 0.800
N -6.406 -0.015 0.431
N -7.084 0.432 1.535
C -6.255 0.378 2.489
O -5.061 -0.068 2.126
C -0.861 -2.312 0.171
C -0.120 -2.943 -0.957
N 0.352 -3.461 -1.879
P -0.174 -3.117 1.726
N 0.456 -4.672 1.292
O -1.542 -3.500 2.591
H 1.888 2.131 1.762
H 1.812 0.310 1.781
H 1.335 1.264 3.174
H -0.650 1.855 2.374
H -1.863 0.158 1.667
H -0.422 -0.575 2.248
H -1.761 -1.074 -1.825
H -0.978 0.475 -1.682
H -2.800 1.135 0.061
H -3.273 0.886 -1.605
H -6.566 0.663 3.481
H -1.904 -2.608 0.026
H 1.387 -4.555 0.900
H 0.621 -5.137 2.183
H -1.608 -4.456 2.698
C 0.629 -2.962 -5.681
C -0.492 -3.936 -5.387
O -1.410 -4.020 -6.495
C -1.032 -4.787 -7.508
O -0.011 -5.401 -7.575
C -2.127 -4.811 -8.580
F -2.590 -3.584 -8.845
F -3.169 -5.554 -8.181
F -1.682 -5.325 -9.723
H 0.223 -1.987 -5.956
H 1.271 -2.849 -4.809
H 1.237 -3.304 -6.518
H -1.071 -3.584 -4.536
H -0.109 -4.924 -5.133
C 2.657 1.648 -2.612
C 3.150 2.433 -3.809
O 3.019 3.853 -3.593
C 3.963 4.419 -2.855
O 4.896 3.860 -2.365
C 3.709 5.928 -2.754
F 2.429 6.199 -2.474
F 4.003 6.539 -3.910
F 4.452 6.487 -1.805
H 1.634 1.933 -2.365
H 2.688 0.582 -2.814
H 3.267 1.849 -1.732
H 2.541 2.203 -4.681
H 4.181 2.182 -4.058
C 1.660 3.569 9.325
C 0.560 3.506 8.287
O 0.998 2.808 7.106
C 0.985 1.484 7.175
O 0.647 0.837 8.118
C 1.432 0.890 5.835
F 2.526 1.493 5.359
F 0.466 1.024 4.902
F 1.709 -0.404 5.932
H 2.561 4.011 8.898
H 1.343 4.166 10.180
H 1.926 2.573 9.678
H 0.297 4.511 7.963
H -0.344 3.046 8.686
```

Output
gap between HOMO and LUMO = 8.96 eV
electronic energy = -5982.4655 Eh